Entry 1:
{
  "formula": "C4H12",
  "method": "ωB97M-V with the def2-TZVPD basis set",
  "spin_multiplicity": 1,
  "homo_energy_ev": -11.770,
  "energy_ev": -4342.25524,
  "symbols": ["C", "C", "H", "H", "H", "H", "H", "H", "C", "C", "H", "H", "H", "H", "H", "H"],
  "coordinates": [[1.13902, -0.46433, 1.93611], [2.10804, 0.68624, 1.67643], [0.45997, -0.31985, 2.77549], [0.55230, -0.70163, 1.07335], [1.67987, -1.36738, 2.16685], [2.00004, 1.54467, 2.33573], [2.00872, 1.07050, 0.65899], [3.13979, 0.38509, 1.80329], [-1.06334, -0.34765, -1.29923], [-2.15562, 0.11631, -2.30280], [-1.61162, -0.88883, -0.53393], [-0.35227, -1.00536, -1.78874], [-0.53897, 0.48635, -0.85698], [-2.20278, -0.62527, -3.10139], [-1.93852, 1.08894, -2.73821], [-3.12993, 0.14954, -1.82257]],
  "forces_ev_per_a": [[0.20, -0.04, 0.52], [0.05, 0.40, -0.17], [-0.02, 0.28, -0.03], [-0.46, 0.01, -0.53], [0.28, -0.39, 0.12], [-0.33, -0.01, 0.14], [0.03, -0.04, 0.04], [0.25, -0.21, -0.08], [-1.10, 0.17, -0.53], [0.65, -0.38, 0.08], [0.46, -0.23, 0.34], [0.15, -0.05, 0.10], [0.13, 0.17, 0.22], [-0.22, 0.17, -0.12], [-0.02, 0.01, -0.08], [-0.06, 0.15, -0.01]],
  "mulliken_charge": [-0.5509, -0.8326, 0.2837, 0.0075, 0.2874, 0.2759, 0.2659, 0.2811, -0.7080, -0.8643, 0.2578, 0.2967, 0.2080, 0.2560, 0.2646, 0.2712]
}

---

Entry 2:
{
  "formula": "C4H12",
  "method": "ωB97M-V with the def2-TZVPD basis set",
  "spin_multiplicity": 1,
  "homo_energy_ev": -11.325,
  "energy_ev": -4341.33324,
  "symbols": ["C", "C", "H", "H", "H", "H", "H", "H", "C", "C", "H", "H", "H", "H", "H", "H"],
  "coordinates": [[0.60323, 1.84115, -0.64778], [0.04003, 2.25867, 0.64265], [-0.00852, 1.10275, -1.06839], [0.87251, 2.78771, -1.13322], [1.52834, 1.34720, -0.43226], [0.33756, 3.32958, 0.70528], [-1.03771, 2.19203, 0.79287], [0.36707, 1.66144, 1.43896], [-0.70338, -2.77249, -0.02523], [-0.12976, -1.38827, -0.02907], [-1.11605, -3.01150, -1.01451], [0.26392, -3.38111, -0.08247], [-1.35698, -3.03272, 0.73864], [0.17599, -1.00363, 1.02239], [-0.75849, -0.62385, -0.46381], [0.92227, -1.30697, -0.44405]],
  "forces_ev_per_a": [[1.19, 0.62, 0.14], [-1.10, 2.12, 0.91], [-0.76, -0.42, -1.67], [-0.47, -0.89, -1.11], [0.82, -0.31, -0.13], [-0.38, -0.72, 1.10], [-0.25, 0.27, -0.70], [1.02, -0.49, 1.39], [3.48, -0.82, -2.81], [2.09, 1.92, 2.06], [-0.40, 0.19, 0.32], [-1.61, -0.06, 0.84], [-0.98, -0.43, 1.39], [-1.08, -0.69, -1.23], [-0.13, 0.08, -0.11], [-1.43, -0.36, -0.40]],
  "mulliken_charge": [-0.7204, -0.8573, 0.2027, 0.3139, 0.2154, 0.2980, 0.2671, 0.2792, -0.9794, -0.5974, 0.2788, 0.2392, 0.3286, 0.2261, 0.2018, 0.3037]
}

---

Entry 3:
{
  "formula": "C4H12",
  "method": "ωB97M-V with the def2-TZVPD basis set",
  "spin_multiplicity": 1,
  "homo_energy_ev": -11.130,
  "energy_ev": -4341.04275,
  "symbols": ["C", "C", "H", "H", "H", "H", "H", "H", "C", "C", "H", "H", "H", "H", "H", "H"],
  "coordinates": [[-2.05541, -0.51698, 1.24855], [-2.42515, -0.04895, -0.08596], [-1.33002, 0.16577, 1.68077], [-2.76034, -0.79689, 1.90143], [-1.52915, -1.50578, 1.18633], [-3.57948, 0.12122, -0.21946], [-2.04226, -0.65228, -1.04201], [-2.03664, 0.96774, -0.41931], [2.18331, 1.06269, -0.77001], [2.27991, -0.54320, -0.38800], [2.78278, 1.59400, -0.07044], [2.47058, 1.37204, -1.77251], [1.22773, 1.51814, -0.46079], [3.25239, -0.91157, -0.37336], [1.88925, -0.46302, 0.69390], [1.75921, -1.13069, -1.13207]],
  "forces_ev_per_a": [[4.47, -1.22, -1.17], [-2.02, 1.54, -4.96], [-0.09, -0.01, 0.49], [-3.22, -0.10, 2.32], [0.08, 0.79, -0.22], [2.03, -0.67, 0.15], [-1.01, 0.65, 2.33], [-0.22, -0.97, 1.07], [-0.23, -1.63, 0.76], [-2.10, 3.91, 0.87], [1.27, 0.30, 0.45], [-0.14, -0.27, -0.06], [-0.23, -0.74, -0.76], [1.92, -0.24, 0.12], [0.24, -1.15, -1.81], [-0.74, -0.19, 0.44]],
  "mulliken_charge": [-0.8421, -0.7604, 0.2121, 0.4258, 0.2353, 0.2630, 0.2188, 0.2461, -0.8938, -0.7412, 0.3237, 0.3083, 0.2307, 0.3488, 0.1803, 0.2449]
}

---

Entry 4:
{
  "formula": "C4H12",
  "method": "ωB97M-V with the def2-TZVPD basis set",
  "spin_multiplicity": 1,
  "homo_energy_ev": -11.692,
  "energy_ev": -4342.32690,
  "symbols": ["C", "C", "H", "H", "H", "H", "H", "H", "C", "C", "H", "H", "H", "H", "H", "H"],
  "coordinates": [[-1.41158, -0.62613, 1.04531], [-2.14898, 0.52014, 1.76499], [-0.81509, -0.21619, 0.23739], [-0.71118, -1.16624, 1.68978], [-2.18213, -1.30320, 0.67365], [-1.47838, 1.13033, 2.36332], [-2.90735, 0.10511, 2.43062], [-2.73730, 1.06652, 1.02479], [1.67445, -0.69787, -1.42227], [1.92677, 0.81015, -1.36474], [0.73700, -0.97192, -0.95251], [1.56936, -1.07317, -2.43904], [2.51624, -1.23284, -0.98629], [2.98530, 1.04166, -1.24060], [1.38059, 1.28072, -0.55218], [1.60227, 1.33293, -2.27223]],
  "forces_ev_per_a": [[-0.24, 0.48, 0.47], [-0.25, -0.91, -0.10], [-0.08, -0.09, -0.29], [-0.29, -0.01, 0.06], [0.38, -0.18, -0.25], [-0.07, 0.35, -0.22], [0.13, -0.04, 0.24], [0.37, 0.44, 0.13], [0.11, 0.06, -0.42], [-0.11, 0.26, -0.40], [0.06, -0.10, 0.36], [0.20, 0.15, -0.19], [-0.23, -0.17, 0.25], [-0.04, -0.03, 0.04], [0.05, 0.00, 0.24], [0.01, -0.20, 0.08]],
  "mulliken_charge": [-0.5218, -0.9329, -0.0383, 0.3071, 0.2940, 0.3036, 0.2945, 0.2747, -0.5706, -0.7906, 0.0812, 0.2668, 0.2408, 0.3093, 0.2242, 0.2578]
}

---

Entry 5:
{
  "formula": "C4H12",
  "method": "ωB97M-V with the def2-TZVPD basis set",
  "spin_multiplicity": 1,
  "homo_energy_ev": -11.539,
  "energy_ev": -4342.15676,
  "symbols": ["C", "C", "H", "H", "H", "H", "H", "H", "C", "C", "H", "H", "H", "H", "H", "H"],
  "coordinates": [[2.02965, 0.97211, 0.73917], [1.31680, 0.46189, 1.97148], [2.80242, 1.71161, 0.96433], [2.67343, 0.26466, 0.22245], [1.36894, 1.50621, 0.05917], [1.91639, 0.46571, 2.88872], [0.97423, -0.56264, 1.86405], [0.51671, 1.14322, 2.26233], [-1.87188, -1.46890, -1.40726], [-1.50564, 0.01938, -1.33045], [-1.12884, -2.13469, -0.97864], [-2.83729, -1.63549, -0.92638], [-2.11780, -1.79861, -2.42190], [-2.00182, 0.56337, -2.12495], [-0.42686, 0.10748, -1.41216], [-1.70843, 0.38469, -0.36996]],
  "forces_ev_per_a": [[1.12, 0.86, -0.05], [0.19, 0.17, 0.82], [-0.24, 0.35, 0.51], [-0.60, -0.60, -0.24], [-0.13, -0.44, -0.25], [0.44, -0.12, -0.35], [-0.42, 0.04, -0.12], [-0.39, -0.26, -0.33], [-1.05, 0.07, -0.36], [0.84, -1.51, -1.01], [0.02, 0.01, 0.07], [0.12, -0.08, 0.46], [0.62, 0.10, -0.11], [-0.02, 0.36, 0.13], [0.19, 0.25, -0.45], [-0.70, 0.81, 1.29]],
  "mulliken_charge": [-0.8531, -0.8253, 0.3281, 0.2861, 0.2228, 0.3423, 0.2447, 0.2550, -0.8890, -0.6949, 0.2893, 0.2659, 0.2843, 0.3254, 0.1484, 0.2700]
}

---

Entry 6:
{
  "formula": "C4H12",
  "method": "ωB97M-V with the def2-TZVPD basis set",
  "spin_multiplicity": 1,
  "homo_energy_ev": -11.429,
  "energy_ev": -4340.61439,
  "symbols": ["C", "C", "H", "H", "H", "H", "H", "H", "C", "C", "H", "H", "H", "H", "H", "H"],
  "coordinates": [[1.48243, -0.08814, 1.71226], [1.82055, 0.96305, 0.61387], [1.69068, 0.11334, 2.77147], [0.54995, -0.59624, 1.42939], [2.21645, -0.85910, 1.48969], [2.72304, 0.79830, 0.21930], [1.81539, 2.03746, 0.99753], [0.91811, 1.00207, -0.11271], [-2.27786, -0.19697, -1.56576], [-0.95752, -0.68017, -0.77180], [-3.05738, -0.00243, -0.67053], [-2.06796, 0.72186, -2.01562], [-2.69067, -0.65324, -2.31380], [-0.11937, -0.66782, -1.48610], [-0.97639, -0.18934, 0.26214], [-1.06943, -1.70262, -0.55932]],
  "forces_ev_per_a": [[1.11, -0.74, -1.35], [-5.61, 2.69, 2.16], [-0.75, 0.46, -0.39], [0.05, 0.45, 1.01], [0.12, -0.51, 0.20], [3.18, -0.68, -1.99], [0.15, -1.30, -0.18], [2.02, -0.29, 0.71], [1.63, 2.60, 7.97], [-2.16, 0.73, -1.05], [1.31, -0.39, -2.42], [0.41, 2.01, -0.20], [-2.13, -3.99, -3.87], [0.21, 0.75, 0.98], [0.74, -0.18, -1.98], [-0.27, -1.60, 0.41]],
  "mulliken_charge": [-0.6418, -0.7052, 0.3162, 0.1147, 0.2416, 0.3138, 0.2432, 0.1253, -1.0849, -0.8171, 0.2112, 0.3101, 0.4495, 0.3273, 0.1512, 0.4448]
}

---

Entry 7:
{
  "formula": "C4H12",
  "method": "ωB97M-V with the def2-TZVPD basis set",
  "spin_multiplicity": 1,
  "homo_energy_ev": -11.191,
  "energy_ev": -4340.53200,
  "symbols": ["C", "C", "H", "H", "H", "H", "H", "H", "C", "C", "H", "H", "H", "H", "H", "H"],
  "coordinates": [[-2.20948, -0.34562, -1.20174], [-1.93271, 0.21645, 0.14883], [-3.29582, -0.28629, -1.33013], [-1.78471, 0.08331, -2.02064], [-2.12987, -1.39859, -1.60232], [-2.86528, 0.40374, 0.62730], [-1.52235, -0.44743, 0.81184], [-1.19758, 1.20229, 0.10791], [2.45473, -0.49278, 0.12952], [1.78379, 0.64211, 1.01230], [2.66962, -1.47902, 0.43172], [1.65654, -0.80622, -0.60366], [3.51980, -0.33659, -0.25736], [2.16698, 0.71234, 2.00793], [0.67339, 0.67886, 1.17966], [2.01295, 1.65345, 0.55886]],
  "forces_ev_per_a": [[-2.77, -2.60, -0.63], [1.84, 2.95, -0.80], [0.01, 0.50, -0.42], [1.28, 2.18, -1.98], [0.73, 0.21, 1.86], [-0.68, 0.99, 0.27], [1.69, -1.76, 1.49], [-2.18, -2.47, 0.17], [-0.94, 0.64, -1.23], [0.41, 0.74, -0.70], [-0.31, -1.18, 2.25], [1.28, 0.96, -0.33], [-1.82, 0.98, -0.17], [0.61, -0.16, 0.68], [1.00, -0.83, -0.72], [-0.15, -1.15, 0.25]],
  "mulliken_charge": [-1.0345, -0.7368, 0.3079, 0.3489, 0.3125, 0.4087, 0.2843, 0.1280, -0.8600, -0.5937, 0.3474, 0.2022, 0.2773, 0.2975, 0.0733, 0.2370]
}

---

Entry 8:
{
  "formula": "C4H12",
  "method": "ωB97M-V with the def2-TZVPD basis set",
  "spin_multiplicity": 1,
  "homo_energy_ev": -11.820,
  "energy_ev": -4342.24405,
  "symbols": ["C", "C", "H", "H", "H", "H", "H", "H", "C", "C", "H", "H", "H", "H", "H", "H"],
  "coordinates": [[2.46043, -1.86439, -1.38567], [1.02980, -1.58537, -0.92822], [2.42917, -2.39328, -2.34258], [2.92246, -0.95177, -1.68045], [3.07018, -2.35730, -0.64058], [0.41936, -1.33616, -1.80009], [0.53873, -2.46407, -0.50584], [0.96994, -0.77382, -0.20844], [-1.06386, 2.02516, 1.43307], [-2.41620, 1.45362, 0.89469], [-0.98077, 1.85110, 2.50429], [-0.26596, 1.43822, 0.97983], [-0.99380, 3.07786, 1.18360], [-2.82415, 2.16772, 0.20103], [-2.27738, 0.55042, 0.30132], [-3.09789, 1.27339, 1.71802]],
  "forces_ev_per_a": [[-0.83, -0.12, -0.56], [-0.20, -0.34, -0.31], [0.14, -0.58, 0.38], [0.56, 0.95, 0.13], [0.12, -0.22, 0.00], [0.03, 0.28, 0.11], [0.19, -0.02, 0.16], [-0.02, 0.05, 0.09], [-0.74, -1.17, -0.35], [0.92, 0.31, 0.15], [0.01, 0.30, 0.05], [0.29, 0.43, -0.09], [0.32, 0.06, 0.17], [-0.53, 0.32, -0.13], [0.03, -0.19, 0.31], [-0.29, -0.07, -0.13]],
  "mulliken_charge": [-0.9076, -0.6568, 0.2733, 0.2996, 0.2919, 0.2764, 0.2983, 0.1226, -0.5562, -0.7580, 0.2564, 0.0526, 0.2619, 0.2622, 0.2372, 0.2463]
}